Molecular formula: C24H56BO14PS
Method: DFT, ωB97M-V with the def2-TZVPD basis set

The orbital gap comes out at 9.017 eV. The structure (SMILES) is CCC[C@H](C)[C@]1(B(O)O)OC(=O)O[C@@]1(S)[PH2]=O.COCCOC.COCCOC.COCCOC.COCCOC.

Positions of all 97 atoms, in Å:
C 8.05 3.80 3.44
C 7.44 4.08 1.95
C 5.80 4.44 1.96
C 5.08 3.27 1.06
C 5.57 3.48 -0.49
C 3.46 3.13 1.27
B 3.13 2.11 2.56
O 2.11 2.41 3.60
O 3.83 0.79 2.71
O 3.03 2.24 0.14
C 1.56 2.24 0.11
O 0.70 1.24 -0.17
O 1.25 3.65 0.49
C 2.46 4.38 0.98
S 2.80 5.61 -0.39
P 1.81 5.48 2.40
O 1.38 6.91 1.81
H 8.75 2.84 3.37
H 8.75 4.68 3.77
H 7.18 3.55 4.19
H 8.07 4.94 1.43
H 7.67 3.10 1.31
H 5.74 5.52 1.45
H 5.46 4.47 3.09
H 5.56 2.24 1.42
H 6.27 4.45 -0.56
H 6.25 2.55 -0.80
H 4.72 3.64 -1.28
H 2.48 2.97 4.35
H 3.22 0.12 2.24
H 2.89 4.93 -1.62
H 0.58 4.84 2.88
H 2.69 5.57 3.54
C -1.02 3.62 5.20
O -1.18 5.03 5.32
C -2.07 5.56 4.33
C -3.48 5.76 4.89
O -4.09 4.51 5.25
C -3.98 4.24 6.65
H -0.62 3.25 6.15
H -1.95 3.11 5.00
H -0.30 3.40 4.41
H -2.08 4.92 3.44
H -1.68 6.54 4.03
H -4.11 6.20 4.11
H -3.48 6.45 5.74
H -4.75 4.79 7.19
H -2.99 4.50 7.04
H -4.13 3.17 6.80
C 1.35 -2.63 3.67
O 2.57 -3.16 3.15
C 2.61 -4.59 3.24
C 2.23 -5.25 1.91
O 0.86 -4.98 1.57
C 0.74 -3.91 0.64
H 1.23 -1.61 3.28
H 0.48 -3.21 3.38
H 1.41 -2.58 4.76
H 1.98 -4.95 4.06
H 3.65 -4.86 3.48
H 2.32 -6.34 2.03
H 2.90 -4.94 1.11
H 0.94 -4.28 -0.37
H 1.42 -3.08 0.87
H -0.29 -3.54 0.68
C -3.15 -3.27 -0.83
O -1.93 -3.81 -1.35
C -1.89 -5.24 -1.26
C -2.27 -5.90 -2.59
O -3.64 -5.63 -2.93
C -3.76 -4.56 -3.86
H -3.27 -2.26 -1.22
H -4.02 -3.86 -1.12
H -3.09 -3.23 0.26
H -2.52 -5.59 -0.44
H -0.85 -5.51 -1.02
H -2.18 -6.98 -2.47
H -1.60 -5.59 -3.39
H -3.56 -4.92 -4.87
H -3.08 -3.73 -3.63
H -4.79 -4.18 -3.82
C -4.28 -3.32 -10.43
O -5.65 -3.66 -10.22
C -5.80 -4.77 -9.33
C -6.12 -4.31 -7.91
O -5.04 -3.57 -7.34
C -5.23 -2.16 -7.43
H -4.24 -2.30 -10.82
H -3.70 -3.35 -9.51
H -3.84 -4.00 -11.16
H -4.91 -5.41 -9.35
H -6.64 -5.37 -9.70
H -6.27 -5.20 -7.28
H -7.05 -3.73 -7.88
H -5.90 -1.83 -6.64
H -5.64 -1.87 -8.40
H -4.26 -1.68 -7.30

Molecular formula: C24H56Cl11NO12
Method: DFT, ωB97M-V with the def2-TZVPD basis set

The orbital gap comes out at 8.773 eV.

Positions of all 104 atoms, in Å:
C -19.76 2.39 -17.22
C -18.50 2.73 -16.47
C -17.47 3.43 -17.33
C -17.89 4.86 -17.70
N -17.34 5.32 -19.02
C -17.86 4.55 -20.22
C -18.38 5.58 -21.21
C -18.94 6.65 -20.28
C -17.87 6.73 -19.22
C -15.86 5.37 -18.98
H -20.54 2.01 -16.56
H -19.67 1.65 -18.02
H -20.25 3.27 -17.65
H -18.06 1.79 -16.13
H -18.66 3.27 -15.54
H -17.30 2.89 -18.26
H -16.49 3.54 -16.86
H -17.48 5.54 -16.96
H -18.97 4.97 -17.77
H -17.10 3.86 -20.59
H -18.71 3.98 -19.85
H -17.62 6.03 -21.85
H -19.17 5.13 -21.81
H -19.07 7.65 -20.69
H -19.95 6.47 -19.90
H -17.00 7.26 -19.62
H -18.13 7.25 -18.31
H -15.61 6.02 -18.14
H -15.44 5.81 -19.88
H -15.43 4.38 -18.83
Cl -21.81 7.94 -17.07
O -21.87 9.03 -16.14
O -22.79 8.17 -18.11
O -20.44 7.90 -17.60
O -22.07 6.68 -16.43
C -21.76 0.55 -13.41
Cl -22.68 2.01 -13.72
Cl -22.55 -0.84 -14.18
Cl -20.12 0.71 -14.05
Cl -21.67 0.26 -11.66
C -21.98 5.56 -23.13
C -21.00 4.83 -24.02
O -20.74 3.51 -23.52
O -21.63 5.35 -21.77
H -22.99 5.19 -23.34
H -22.03 6.62 -23.39
H -20.05 5.38 -23.93
H -21.24 4.76 -25.07
H -20.67 3.57 -22.56
H -22.39 5.59 -21.23
C -17.90 9.61 -23.87
C -18.23 8.38 -24.67
O -19.26 7.59 -24.06
O -17.36 9.22 -22.60
H -18.79 10.22 -23.65
H -17.16 10.19 -24.43
H -17.31 7.79 -24.78
H -18.55 8.68 -25.67
H -19.18 7.88 -23.15
H -16.90 9.96 -22.18
C -18.54 8.86 -14.99
C -18.22 7.39 -14.80
O -16.85 7.19 -14.50
O -18.09 9.27 -16.27
H -18.03 9.47 -14.25
H -19.62 9.02 -14.89
H -18.51 6.88 -15.73
H -18.80 6.94 -13.99
H -16.31 7.63 -15.17
H -18.81 9.09 -16.90
C -13.68 9.13 -19.60
C -14.77 9.71 -20.45
O -16.05 9.52 -19.82
O -13.66 7.72 -19.82
H -13.75 9.46 -18.57
H -12.74 9.52 -20.03
H -14.75 9.30 -21.46
H -14.65 10.79 -20.49
H -16.50 8.84 -20.33
H -12.88 7.34 -19.42
Cl -13.69 2.65 -16.94
C -11.91 2.84 -17.03
C -11.21 1.51 -16.87
Cl -11.75 0.59 -15.45
H -11.62 3.51 -16.22
H -11.72 3.27 -18.01
H -10.13 1.62 -16.76
H -11.35 0.88 -17.74
Cl -21.02 9.40 -21.76
C -22.56 9.76 -20.95
C -23.40 10.75 -21.73
Cl -22.59 12.27 -22.06
H -22.34 10.16 -19.96
H -23.06 8.82 -20.74
H -24.28 10.94 -21.12
H -23.79 10.29 -22.63
Cl -16.17 0.44 -19.13
C -14.59 0.37 -19.99
C -14.58 1.27 -21.19
Cl -14.05 2.95 -20.79
H -14.49 -0.68 -20.26
H -13.82 0.61 -19.27
H -15.56 1.42 -21.63
H -13.88 0.92 -21.94

Molecular formula: C24H56Cl8O8
Method: DFT, ωB97M-V with the def2-TZVPD basis set

The orbital gap comes out at 9.647 eV. The structure (SMILES) is COCCOC.COCCOC.COCCOC.COCCOC.ClCCCl.ClCCCl.ClCCCl.ClCCCl.

Positions of all 96 atoms, in Å:
C 4.18 6.42 -1.83
O 5.37 7.18 -1.88
C 6.49 6.43 -2.29
C 7.55 7.40 -2.86
O 8.44 8.15 -1.99
C 9.46 7.31 -1.40
H 3.45 7.05 -1.31
H 4.34 5.56 -1.19
H 3.85 6.06 -2.81
H 6.34 5.66 -3.04
H 6.99 5.95 -1.45
H 7.00 8.13 -3.45
H 8.14 6.90 -3.62
H 10.14 6.82 -2.09
H 8.95 6.52 -0.85
H 10.12 7.81 -0.70
C 2.79 -11.59 -2.37
O 2.29 -10.34 -2.83
C 2.35 -9.31 -1.80
C 1.65 -8.05 -2.33
O 2.22 -7.38 -3.44
C 3.41 -6.68 -3.14
H 2.53 -12.32 -3.14
H 2.34 -11.95 -1.44
H 3.86 -11.49 -2.18
H 3.38 -9.06 -1.54
H 1.87 -9.50 -0.84
H 1.35 -7.34 -1.56
H 0.75 -8.50 -2.74
H 4.12 -7.38 -2.71
H 3.26 -5.86 -2.44
H 3.88 -6.26 -4.03
C -4.98 -5.87 -7.82
O -5.36 -6.14 -6.48
C -4.29 -5.98 -5.50
C -3.69 -4.51 -5.32
O -2.83 -4.23 -6.44
C -2.03 -3.14 -6.24
H -3.94 -6.06 -8.06
H -5.10 -4.79 -7.92
H -5.66 -6.37 -8.50
H -3.52 -6.72 -5.74
H -4.70 -6.31 -4.55
H -3.35 -4.39 -4.29
H -4.53 -3.81 -5.38
H -1.35 -3.26 -5.40
H -2.72 -2.34 -5.98
H -1.47 -2.88 -7.14
C -1.95 9.62 3.09
O -1.52 8.79 4.09
C -1.99 7.46 3.97
C -1.18 6.48 4.81
O -1.75 5.16 4.75
C -1.42 4.35 5.88
H -1.86 10.62 3.51
H -3.01 9.47 2.90
H -1.37 9.53 2.17
H -1.79 7.00 3.00
H -3.05 7.57 4.18
H -1.34 6.71 5.87
H -0.12 6.62 4.61
H -1.97 3.43 5.68
H -1.80 4.72 6.83
H -0.36 4.12 5.90
Cl -6.77 -0.09 5.36
C -8.07 0.96 5.99
C -7.77 1.36 7.41
Cl -7.85 0.00 8.58
H -9.06 0.50 5.93
H -8.00 1.85 5.36
H -8.49 2.08 7.81
H -6.82 1.88 7.55
Cl -3.72 6.54 -2.36
C -5.34 6.05 -1.92
C -5.31 4.78 -1.14
Cl -6.85 4.18 -0.45
H -5.99 5.97 -2.79
H -5.66 6.86 -1.26
H -4.61 4.92 -0.32
H -4.90 3.95 -1.72
Cl 5.31 -5.30 7.52
C 4.84 -5.41 5.79
C 5.05 -6.84 5.29
Cl 3.85 -7.94 5.94
H 5.39 -4.69 5.18
H 3.81 -5.06 5.79
H 6.03 -7.21 5.57
H 5.00 -7.05 4.22
Cl -1.23 -1.99 1.21
C -0.50 -0.81 2.30
C 0.41 -0.02 1.35
Cl -0.51 0.76 0.09
H 0.14 -1.34 3.01
H -1.27 -0.21 2.80
H 1.12 -0.61 0.77
H 0.93 0.75 1.93

Molecular formula: C24H56FN2O4PSi2
Method: DFT, ωB97M-V with the def2-TZVPD basis set

The orbital gap comes out at 3.566 eV.

Positions of all 90 atoms, in Å:
C 1.02 1.98 -0.30
C 0.45 0.58 -0.42
C -0.63 0.32 0.64
C -0.05 0.19 2.06
C -0.90 -0.62 3.05
C -1.23 -2.08 2.68
C 0.00 -3.00 2.54
C 0.57 -3.01 1.12
C 2.04 -3.49 1.08
C 2.49 -4.59 0.06
C 3.82 -4.20 -0.61
F 3.76 -2.83 -0.94
C 5.03 -4.47 0.28
C 6.06 -3.34 0.28
C 1.37 -5.09 -0.88
P 1.26 -4.24 -2.52
O 2.19 -4.88 -3.44
O -0.28 -4.34 -2.98
O 1.42 -2.66 -2.37
C 0.10 -5.22 -0.03
C -1.01 -6.11 -0.57
C -2.20 -6.28 0.39
C -3.38 -5.33 0.17
O -3.84 -5.35 -1.17
N -0.39 -3.84 0.27
H 0.27 2.71 -0.59
H 1.33 2.20 0.72
H 1.90 2.12 -0.94
H 1.27 -0.15 -0.31
H 0.01 0.45 -1.41
H -1.22 -0.56 0.37
H -1.33 1.16 0.62
H 0.96 -0.23 2.00
H 0.06 1.19 2.48
H -0.40 -0.61 4.02
H -1.85 -0.10 3.19
H -1.88 -2.48 3.46
H -1.82 -2.11 1.76
H 0.78 -2.69 3.23
H -0.27 -4.03 2.81
H 0.48 -2.00 0.73
H 2.66 -2.61 0.95
H 2.25 -3.87 2.08
H 2.74 -5.47 0.66
H 3.91 -4.73 -1.56
H 4.71 -4.65 1.31
H 5.51 -5.39 -0.08
H 5.66 -2.45 0.78
H 6.94 -3.65 0.84
H 6.36 -3.05 -0.73
H 1.63 -6.11 -1.19
H -0.70 -3.47 -3.06
H 1.45 -2.26 -1.50
H 0.40 -5.63 0.94
H -0.55 -7.09 -0.73
H -1.37 -5.78 -1.55
H -1.87 -6.21 1.43
H -2.59 -7.29 0.26
H -3.18 -4.30 0.50
H -4.21 -5.67 0.78
H -3.44 -4.65 -1.69
H -0.62 -3.36 -0.59
H -1.27 -3.90 0.79
C -1.57 6.06 -3.83
Si -1.88 6.95 -2.18
C -3.75 6.83 -1.89
C -1.54 8.79 -2.53
N -0.93 6.27 -1.00
Si -0.81 6.66 0.61
C -2.42 6.45 1.62
C -0.19 8.41 1.01
C 0.43 5.47 1.41
H -2.17 6.48 -4.65
H -0.52 6.15 -4.11
H -1.81 5.00 -3.74
H -4.33 7.08 -2.79
H -4.08 7.51 -1.10
H -4.02 5.81 -1.59
H -0.46 8.96 -2.62
H -1.92 9.42 -1.72
H -2.01 9.13 -3.46
H -3.13 7.24 1.40
H -2.23 6.47 2.70
H -2.89 5.49 1.37
H 0.69 8.64 0.40
H 0.10 8.52 2.06
H -0.96 9.16 0.80
H 1.40 5.56 0.92
H 0.05 4.46 1.22
H 0.56 5.60 2.49